No. 1
Computed, not measured: a 2-piece molecular cluster, C7H10N2O2 overall, with the ωB97M-V functional and the def2-TZVPD basis.

Each line ends with the Mulliken charge.
Cartesian coordinates (Å):
C: 1.801 -1.224 -0.200  -0.371
C: 2.062 1.152 0.437  -0.277
C: 0.865 -1.405 0.727  -0.512
C: 1.019 0.989 1.304  -0.634
C: 2.186 0.148 -0.605  -0.561
C: 0.248 -0.267 1.313  0.239
C: -3.485 0.582 -0.412  -0.717
N: -1.134 0.180 -0.094  0.399
N: -2.339 -0.063 0.286  0.464
O: -0.775 1.053 -0.941  -0.721
O: -2.517 -0.923 1.180  -0.742
H: 2.116 -1.982 -0.868  0.388
H: 2.376 2.150 0.502  0.366
H: 0.289 -2.303 0.902  0.361
H: 0.645 1.799 1.858  0.376
H: 3.148 0.332 -1.153  0.421
H: 1.316 0.270 -1.318  0.224
H: -0.477 -0.493 2.184  0.455
H: -3.778 1.539 0.013  0.291
H: -4.419 -0.173 -0.332  0.266
H: -3.114 0.716 -1.478  0.285

energy relative to the best compared isomer or geometry (same formula, charge and spin): 8.157 eV
E_HOMO (alpha / beta): -7.702 / -7.704 eV
multiplicity: 1
Kohn-Sham gap (alpha / beta): 7.3 / 7.3 eV

No. 2
Computed, not measured: an isolated ion of composition C2H3Br2O2Si and charge -1, with the ωB97M-V functional and the def2-TZVPD basis.

Each line ends with the Mulliken charge.
Cartesian coordinates (Å):
C: -3.169 0.080 1.495  0.685
C: -0.036 1.509 1.520  -0.861
O: -2.336 -0.535 2.174  -0.176
O: -3.175 1.141 0.972  -0.453
Si: -0.788 0.451 2.852  -0.187
Br: -4.712 -1.188 0.878  -0.377
Br: 0.626 -1.535 2.493  -0.434
H: 1.148 1.316 1.368  0.254
H: -0.565 1.367 0.545  0.279
H: -0.071 2.579 1.825  0.270

energy relative to the best compared isomer or geometry (same formula, charge and spin): 0.927 eV
E_HOMO: -3.851 eV
net charge: -1
multiplicity: 1
Kohn-Sham gap: 7.1 eV

No. 3
Computed, not measured: a 12-piece molecular cluster, C64H100N8O16P4 overall, with the ωB97M-V functional and the def2-TZVPD basis.

Each line ends with the Mulliken charge.
Cartesian coordinates (Å):
N: -1.295 2.915 6.796  -0.571
C: -1.321 1.850 7.656  -0.355
C: -1.450 0.512 7.306  -0.611
C: -1.725 0.296 5.938  -0.276
C: -1.862 1.374 5.041  0.632
C: -1.616 2.671 5.498  -0.664
H: -1.136 2.016 8.707  0.358
H: -1.428 -0.311 8.005  0.415
H: -1.978 -0.669 5.525  0.425
H: -2.101 1.316 3.990  0.159
H: -1.743 3.537 4.866  0.466
N: -6.583 -0.430 1.946  -0.595
C: -5.977 -0.757 3.119  -0.415
C: -4.632 -0.602 3.330  -0.579
C: -3.799 -0.243 2.238  0.981
C: -4.421 0.109 1.019  -0.604
C: -5.797 -0.024 0.896  -0.606
H: -6.642 -1.030 3.924  0.364
H: -4.233 -0.740 4.324  0.240
H: -2.745 -0.092 2.420  0.245
H: -3.810 0.620 0.289  0.551
H: -6.353 0.299 0.027  0.429
N: 4.900 4.097 1.344  -0.622
C: 3.677 4.517 1.618  -0.454
C: 2.723 3.653 2.163  -0.127
C: 3.042 2.300 2.464  0.221
C: 4.340 1.892 2.247  -0.761
C: 5.257 2.799 1.672  -0.775
H: 3.428 5.476 1.188  0.484
H: 1.777 4.147 2.329  0.328
H: 2.364 1.521 2.780  0.598
H: 4.733 0.911 2.472  0.646
H: 6.248 2.479 1.387  0.383
N: 4.381 -1.160 5.658  -0.601
C: 4.800 0.116 5.749  -0.400
C: 3.886 1.196 5.797  -0.194
C: 2.569 0.940 5.745  -0.152
C: 2.078 -0.310 5.548  0.277
C: 3.036 -1.378 5.488  -0.705
H: 5.866 0.260 5.846  0.403
H: 4.215 2.224 5.828  0.373
H: 1.810 1.696 5.881  0.424
H: 1.044 -0.617 5.600  0.112
H: 2.706 -2.405 5.445  0.472
N: 0.420 -0.365 2.810  0.888
C: 0.307 -1.506 2.080  -2.292
C: -0.331 -1.515 0.835  1.764
C: -0.745 -0.312 0.301  -1.290
C: -0.522 0.856 0.997  0.041
C: 0.076 0.808 2.244  -2.647
H: 0.772 -2.426 2.402  0.578
H: -0.490 -2.404 0.243  0.362
H: -1.245 -0.220 -0.651  0.231
H: -0.862 1.822 0.653  0.089
H: 0.225 1.722 2.799  1.989
N: 0.775 -5.895 2.976  -0.281
C: 1.040 -6.520 4.183  -0.535
C: 0.042 -6.816 5.117  -0.394
C: -1.272 -6.397 4.876  -0.399
C: -1.612 -5.799 3.640  -0.865
C: -0.521 -5.532 2.790  0.644
H: 2.068 -6.837 4.270  0.425
H: 0.278 -7.301 6.052  0.404
H: -1.972 -6.574 5.679  0.410
H: -2.616 -5.420 3.512  0.316
H: -0.711 -4.859 1.966  0.230
N: 0.341 -2.424 -5.297  -0.577
C: 0.103 -1.343 -6.099  -0.515
C: -0.670 -0.272 -5.598  -0.620
C: -1.146 -0.348 -4.306  -0.065
C: -1.033 -1.529 -3.568  -0.151
C: -0.286 -2.564 -4.089  -0.877
H: 0.556 -1.362 -7.079  0.410
H: -0.816 0.553 -6.279  0.442
H: -1.652 0.500 -3.869  0.612
H: -1.470 -1.647 -2.587  0.450
H: -0.113 -3.466 -3.522  0.842
N: 4.372 1.141 -3.049  -0.598
C: 3.907 1.732 -1.946  -0.857
C: 2.733 1.360 -1.347  -0.358
C: 2.105 0.168 -1.782  1.531
C: 2.546 -0.382 -2.982  -0.135
C: 3.717 0.131 -3.602  -0.917
H: 4.414 2.580 -1.511  0.440
H: 2.345 1.889 -0.489  0.514
H: 1.215 -0.243 -1.330  -0.230
H: 2.012 -1.220 -3.404  0.210
H: 4.126 -0.398 -4.449  0.427
C: -4.354 -3.957 1.777  -1.628
C: -3.384 -3.865 0.648  1.533
O: -3.557 -4.839 -0.321  -0.341
P: -2.302 -5.359 -1.205  0.043
O: -1.137 -4.426 -1.336  0.593
O: -3.004 -5.914 -2.556  -0.368
C: -4.201 -6.649 -2.478  -0.049
C: -5.104 -6.489 -3.730  -1.359
O: -1.967 -6.797 -0.475  -0.358
C: -0.641 -7.357 -0.748  0.245
C: -0.791 -8.838 -1.043  -1.561
H: -3.866 -3.469 2.621  0.355
H: -5.241 -3.357 1.575  0.342
H: -4.581 -5.004 1.977  0.403
H: -3.373 -2.895 0.152  0.064
H: -2.424 -3.952 1.157  -0.776
H: -3.950 -7.703 -2.358  0.168
H: -4.833 -6.422 -1.620  0.261
H: -6.050 -7.028 -3.776  0.395
H: -5.421 -5.465 -3.928  0.346
H: -4.585 -6.785 -4.641  0.316
H: -0.168 -6.946 -1.640  0.205
H: -0.007 -7.133 0.109  0.210
H: -1.277 -9.053 -1.995  0.306
H: 0.185 -9.325 -1.030  0.447
H: -1.309 -9.324 -0.217  0.337
C: -4.229 7.613 -5.621  -1.305
C: -3.352 6.784 -4.624  -0.060
O: -2.678 5.670 -5.283  -0.338
P: -1.077 5.750 -5.531  0.840
O: -0.518 7.123 -5.562  -0.751
O: -0.518 4.823 -4.315  -0.300
C: -1.005 3.550 -3.970  -0.551
C: -0.221 2.915 -2.755  0.129
O: -0.748 4.872 -6.877  -0.292
C: 0.429 4.972 -7.590  -0.203
C: 0.507 6.191 -8.457  -1.212
H: -4.866 6.961 -6.218  0.302
H: -4.899 8.346 -5.172  0.393
H: -3.501 8.055 -6.303  0.303
H: -2.654 7.380 -4.035  0.218
H: -3.970 6.385 -3.820  0.319
H: -2.060 3.701 -3.740  0.370
H: -1.021 2.828 -4.787  0.437
H: -0.037 3.686 -2.007  -0.117
H: -0.756 2.068 -2.325  -0.136
H: 0.746 2.536 -3.085  0.272
H: 1.250 5.004 -6.874  0.246
H: 0.601 4.118 -8.245  0.373
H: 0.580 7.135 -7.916  0.299
H: 1.420 6.140 -9.051  0.415
H: -0.188 6.275 -9.292  0.292
C: 6.083 -7.281 -2.246  -1.228
C: 5.711 -6.313 -1.132  -0.265
O: 4.604 -5.515 -1.339  -0.148
P: 4.815 -3.994 -1.955  0.497
O: 5.546 -3.869 -3.240  -0.834
O: 3.291 -3.471 -2.077  0.067
C: 2.393 -3.203 -1.015  0.998
C: 1.974 -4.477 -0.302  -0.635
O: 5.376 -3.157 -0.675  -0.322
C: 5.948 -1.864 -0.933  0.180
C: 5.937 -0.975 0.320  -1.134
H: 6.548 -6.747 -3.075  0.296
H: 6.819 -8.021 -1.930  0.388
H: 5.227 -7.715 -2.763  0.299
H: 5.540 -6.949 -0.264  0.374
H: 6.565 -5.681 -0.887  0.275
H: 2.706 -2.431 -0.312  -0.052
H: 1.466 -2.772 -1.394  -0.540
H: 1.570 -5.204 -1.007  0.239
H: 2.832 -4.940 0.184  0.399
H: 1.194 -4.349 0.449  -0.158
H: 6.929 -1.904 -1.407  0.423
H: 5.395 -1.335 -1.709  -0.101
H: 6.536 -1.373 1.140  0.434
H: 6.355 0.015 0.138  0.403
H: 4.932 -0.848 0.721  0.086
C: -1.593 6.742 -1.188  -0.991
C: -0.296 6.262 -0.648  -0.425
O: -0.639 5.143 0.150  0.476
P: -1.189 5.265 1.701  -0.649
O: -1.087 3.982 2.411  0.566
O: -0.349 6.494 2.364  -0.238
C: -0.424 6.893 3.724  -0.203
C: 1.010 6.919 4.251  -1.081
O: -2.735 5.820 1.551  -0.300
C: -3.791 5.001 1.712  -0.282
C: -4.041 4.258 0.334  -0.554
H: -1.581 7.483 -1.988  0.430
H: -2.286 5.951 -1.474  0.030
H: -2.190 7.192 -0.395  0.400
H: 0.424 5.963 -1.410  0.340
H: 0.240 7.041 -0.106  0.362
H: -0.876 7.876 3.856  0.370
H: -0.977 6.202 4.361  0.176
H: 1.158 7.406 5.215  0.444
H: 1.366 5.890 4.205  0.177
H: 1.678 7.482 3.599  0.281
H: -3.699 4.259 2.504  0.119
H: -4.641 5.669 1.846  0.440
H: -4.940 3.643 0.376  0.438
H: -4.258 4.927 -0.498  0.213
H: -3.110 3.743 0.100  -0.121

E_HOMO: -9.139 eV
multiplicity: 1
Kohn-Sham gap: 9.4 eV

No. 4
Computed, not measured: a 2-piece molecular cluster, C4H10N4O2 overall, with the ωB97M-V functional and the def2-TZVPD basis.

Each line ends with the Mulliken charge.
Cartesian coordinates (Å):
C: -2.378 -1.171 -0.546  0.652
C: 1.169 -0.911 -0.201  -0.398
C: 0.016 2.160 -0.205  -1.318
C: -0.207 1.025 0.809  0.419
N: 1.240 -2.246 0.114  -0.490
N: 0.904 -0.554 -1.610  -0.432
N: -0.615 1.392 2.105  -0.726
N: 0.341 -0.179 0.687  0.112
O: -2.761 -0.116 -0.664  -0.307
O: -2.136 -2.289 -0.594  -0.360
H: -0.293 1.828 -1.229  0.291
H: -0.582 3.089 0.045  0.477
H: 1.072 2.502 -0.267  0.292
H: 1.934 -2.893 -0.234  0.254
H: 0.359 -2.810 0.022  0.147
H: 0.365 -1.316 -2.094  0.177
H: 1.756 -0.425 -2.222  0.234
H: 0.245 1.330 2.657  0.294
H: -0.664 2.388 1.852  0.311
H: 0.236 -0.803 1.576  0.371

energy relative to the best compared isomer or geometry (same formula, charge and spin): 2.597 eV
E_HOMO (alpha / beta): -6.208 / -5.895 eV
multiplicity: 1
Kohn-Sham gap (alpha / beta): 6.9 / 6.5 eV

No. 5
Computed, not measured: C3H3FOPd as an isolated structure, with the ωB97M-V functional and the def2-TZVPD basis.

Each line ends with the Mulliken spin population.
Cartesian coordinates (Å):
F: -0.081 -1.727 -1.208  0.020
O: -0.385 0.782 1.081  0.035
C: 0.270 -0.424 -0.345  0.645
C: 0.907 0.120 0.900  0.426
C: -0.959 0.052 -0.010  0.417
H: 1.497 0.713 1.631  0.233
H: 1.822 -0.491 1.062  0.254
Pd: -2.213 0.079 -1.106  0.687
H: -0.859 0.897 -2.004  0.283

<S²>: 3.76
E_HOMO (alpha / beta): -1.290 / -3.878 eV
net charge: -1
multiplicity: 4
Kohn-Sham gap (alpha / beta): 4.8 / 6.8 eV